# C3H8NO2

A gas-phase ion, C3H8NO2 (charge +1) at a distorted geometry (the ωB97M-V functional and the def2-TZVPD basis, the Open Molecules 2025 dataset).

CARTESIAN COORDINATES (ANGSTROEM)
N 1.511 -0.400 -0.805
C 0.849 -0.099 0.545
C -0.494 0.503 0.299
O -0.519 1.733 0.895
C -1.686 -0.428 0.127
O -0.917 0.064 -1.014
H 0.898 0.021 -1.540
H 1.457 -1.344 -0.978
H 2.422 -0.060 -1.149
H 0.793 -1.014 1.067
H 1.535 0.530 1.000
H -1.428 2.091 0.993
H -1.722 -1.496 0.241
H -2.698 -0.101 0.318

## Properties
Net charge: +1
Orbital gap (eV): 11.401
Lowest unoccupied orbital energy (Eh): -0.1332
SMILES: [NH3+]C[C@]1(O)CO1
2S+1: 1
Energy relative to the best compared isomer or geometry (same formula, charge and spin) (kcal per mole): 68.12
E_HOMO (eV): -15.03

The molecule's Mulliken atomic charges, reported in e, are given here:
1 N -0.28
2 C -1.06
3 C 1.24
4 O -0.49
5 C -0.62
6 O -0.51
7 H 0.40
8 H 0.31
9 H 0.36
10 H 0.34
11 H 0.43
12 H 0.39
13 H 0.25
14 H 0.26



# C51H49FO2

6 unconnected molecules or ions with the total composition C51H49FO2 (the ωB97M-V functional and the def2-TZVPD basis, the Open Molecules 2025 dataset).

CARTESIAN COORDINATES (ANGSTROEM)
O 4.527 -2.622 2.006
C 3.634 -1.977 1.503
C 3.845 -0.635 0.907
C 3.044 -0.177 -0.063
C 3.095 1.208 -0.637
C 3.421 2.275 0.413
C 2.510 2.200 1.621
F 1.390 3.015 1.424
C 1.981 -1.087 -0.577
O 1.628 -1.075 -1.734
C 1.404 -2.016 0.437
C 0.079 -2.423 0.363
C -0.448 -3.263 1.338
C -1.889 -3.708 1.328
C -2.825 -2.965 0.388
C -3.252 -1.589 0.838
C -2.524 -0.808 1.739
C -2.967 0.451 2.115
C -4.140 0.969 1.587
C -4.873 0.204 0.692
C -4.438 -1.064 0.333
C 0.401 -3.721 2.353
C 1.731 -3.343 2.415
C 2.232 -2.463 1.462
H 4.645 -0.028 1.309
H 2.102 1.423 -1.037
H 3.764 1.273 -1.495
H 4.469 2.241 0.708
H 3.261 3.251 -0.045
H 2.142 1.189 1.780
H 3.003 2.521 2.539
H -0.518 -2.046 -0.455
H -1.904 -4.771 1.076
H -2.288 -3.636 2.343
H -2.387 -2.911 -0.611
H -3.733 -3.557 0.278
H -1.610 -1.180 2.182
H -2.390 1.037 2.819
H -4.482 1.955 1.868
H -5.790 0.595 0.272
H -5.022 -1.651 -0.365
H 0.001 -4.381 3.112
H 2.385 -3.704 3.196
C -2.431 3.581 -0.903
C -2.494 4.938 -1.188
C -3.549 5.442 -1.936
C -4.540 4.589 -2.399
C -4.475 3.230 -2.118
C -3.421 2.726 -1.370
H -1.612 3.187 -0.314
H -1.720 5.603 -0.826
H -3.600 6.501 -2.157
H -5.363 4.983 -2.982
H -5.247 2.564 -2.483
H -3.367 1.670 -1.141
C -7.582 5.494 -4.991
C -8.151 6.193 -6.047
C -9.334 6.894 -5.858
C -9.950 6.894 -4.614
C -9.383 6.192 -3.559
C -8.199 5.493 -3.748
H -6.658 4.950 -5.139
H -7.671 6.192 -7.017
H -9.776 7.440 -6.681
H -10.872 7.441 -4.467
H -9.865 6.189 -2.590
H -7.759 4.945 -2.924
C 4.905 -0.971 -3.803
C 4.963 -1.263 -5.158
C 6.076 -0.896 -5.902
C 7.134 -0.236 -5.291
C 7.077 0.058 -3.935
C 5.964 -0.313 -3.193
H 4.039 -1.261 -3.221
H 4.138 -1.775 -5.636
H 6.120 -1.126 -6.959
H 8.002 0.049 -5.870
H 7.900 0.572 -3.457
H 5.920 -0.092 -2.133
C 0.339 -0.385 6.203
C 0.422 -0.912 4.921
C 0.292 -0.078 3.820
C 0.080 1.284 4.000
C -0.002 1.811 5.281
C 0.127 0.975 6.383
H 0.442 -1.035 7.063
H 0.588 -1.973 4.780
H 0.359 -0.491 2.819
H -0.012 1.933 3.138
H -0.165 2.871 5.421
H 0.063 1.384 7.382
C 5.664 -8.409 2.637
C 6.902 -7.782 2.662
C 6.991 -6.413 2.449
C 5.844 -5.668 2.211
C 4.607 -6.297 2.183
C 4.516 -7.666 2.396
H 5.593 -9.476 2.804
H 7.797 -8.361 2.847
H 7.957 -5.924 2.470
H 5.906 -4.602 2.048
H 3.714 -5.715 1.991
H 3.550 -8.155 2.373

## Properties
Orbital gap (eV): 7.946
Lowest unoccupied orbital energy (Eh): -0.0410
SMILES: O=C1C=C(CCCF)C(=O)c2cc(CCc3ccccc3)ccc21.c1ccccc1.c1ccccc1.c1ccccc1.c1ccccc1.c1ccccc1
2S+1: 1
E_HOMO (eV): -9.06

Results of the Mulliken charge analysis, in e, for atoms 1 through 99:
1 O -0.59
2 C -0.62
3 C -0.37
4 C 0.52
5 C -0.73
6 C -1.00
7 C 0.57
8 F -0.31
9 C -0.82
10 O -0.62
11 C 0.39
12 C 0.17
13 C 0.83
14 C -1.13
15 C -1.16
16 C 0.47
17 C 0.72
18 C -0.68
19 C -0.61
20 C -0.79
21 C -0.42
22 C -1.23
23 C -0.96
24 C 1.10
25 H 0.50
26 H 0.37
27 H 0.45
28 H 0.45
29 H 0.49
30 H -0.46
31 H 0.31
32 H 0.48
33 H 0.53
34 H 0.40
35 H 0.31
36 H 0.60
37 H -0.17
38 H 0.48
39 H 0.44
40 H 0.40
41 H 0.41
42 H 0.51
43 H 0.76
44 C -0.72
45 C -0.42
46 C -0.57
47 C 0.14
48 C -0.41
49 C -0.49
50 H 0.61
51 H 0.38
52 H 0.37
53 H 0.14
54 H 0.39
55 H 0.56
56 C -0.29
57 C -0.43
58 C -0.37
59 C -0.32
60 C -0.52
61 C -0.20
62 H 0.38
63 H 0.36
64 H 0.35
65 H 0.36
66 H 0.35
67 H 0.34
68 C -0.14
69 C -0.54
70 C -0.38
71 C -0.38
72 C -0.53
73 C -0.18
74 H 0.31
75 H 0.38
76 H 0.36
77 H 0.36
78 H 0.36
79 H 0.38
80 C -0.56
81 C -0.54
82 C 0.59
83 C -0.64
84 C -0.91
85 C -0.51
86 H 0.41
87 H 0.29
88 H 0.33
89 H 0.76
90 H 0.41
91 H 0.37
92 C -0.36
93 C -0.42
94 C -0.48
95 C -0.30
96 C -0.06
97 C -0.51
98 H 0.36
99 H 0.35



# C3H5OPS

2 unconnected molecules or ions with the total composition C3H5OPS at a distorted geometry (the ωB97M-V functional and the def2-TZVPD basis, the Open Molecules 2025 dataset).

CARTESIAN COORDINATES (ANGSTROEM)
C -0.066 0.087 -1.772
C -0.900 0.903 -0.908
S 0.860 1.147 -0.605
H 0.199 -1.016 -1.724
H 0.006 0.377 -2.759
H -1.299 0.503 0.006
H -1.337 1.681 -1.394
O -0.168 0.345 3.292
C 0.248 -0.448 2.567
P 0.710 -1.408 1.284
H 1.748 -2.169 2.014

## Properties
Orbital gap (eV): 8.246
Lowest unoccupied orbital energy (Eh): 0.0090
SMILES: C1CS1.O=C=P
2S+1: 1
Energy relative to the best compared isomer or geometry (same formula, charge and spin) (kcal per mole): 37.49
E_HOMO (eV): -8.00

The molecule's Mulliken atomic charges, reported in e, are given here:
1 C -0.38
2 C -0.38
3 S -0.15
4 H 0.15
5 H 0.29
6 H 0.16
7 H 0.30
8 O -0.32
9 C 0.47
10 P -0.18
11 H 0.04



# C5H16NO2

3 unconnected molecules or ions with the total composition C5H16NO2 at a distorted geometry (the ωB97M-V functional and the def2-TZVPD basis, the Open Molecules 2025 dataset).

CARTESIAN COORDINATES (ANGSTROEM)
C -2.751 -0.457 -0.501
C -1.283 -0.307 -0.090
C -0.329 -0.617 -1.165
C 0.925 -1.404 -0.839
C 1.305 -2.425 -1.559
N 1.771 -0.940 0.285
H -2.818 -0.945 -1.553
H -3.432 -1.116 0.110
H -3.291 0.481 -0.481
H -1.010 0.688 0.397
H -1.086 -0.952 0.799
H -0.074 0.251 -1.822
H -0.850 -1.099 -1.925
H 2.206 -3.010 -1.200
H 0.833 -2.690 -2.501
H 2.814 -0.915 0.140
H 1.697 0.155 0.254
H 1.378 -1.255 1.107
H 0.588 2.276 0.969
H 1.989 2.107 1.763
O 1.556 1.823 0.946
H -1.227 3.713 1.682
H -1.732 2.625 2.328
O -1.004 2.867 1.911

## Properties
Net charge: +1
Orbital gap (eV): 11.035
Lowest unoccupied orbital energy (Eh): -0.1126
2S+1: 1
Energy relative to the best compared isomer or geometry (same formula, charge and spin) (kcal per mole): 56.49
E_HOMO (eV): -14.10

The molecule's Mulliken atomic charges, reported in e, are given here:
1 C -1.11
2 C 0.45
3 C -1.07
4 C 0.35
5 C -0.86
6 N -0.13
7 H 0.28
8 H 0.29
9 H 0.32
10 H -0.27
11 H 0.24
12 H 0.41
13 H 0.53
14 H 0.25
15 H 0.30
16 H 0.44
17 H 0.29
18 H 0.34
19 H 0.36
20 H 0.33
21 O -0.72
22 H 0.29
23 H 0.25
24 O -0.57



# C6H10

A single C6H10 molecule at a distorted geometry (the ωB97M-V functional and the def2-TZVPD basis, the Open Molecules 2025 dataset).

CARTESIAN COORDINATES (ANGSTROEM)
C -0.496 0.195 -3.100
C -0.216 -0.162 -1.826
C 0.418 -0.209 -0.631
C 0.070 0.343 0.726
C 1.380 0.477 1.515
C -0.929 -0.532 1.514
H -1.189 -0.426 -3.665
H 0.054 0.962 -3.628
H -0.309 -1.276 -1.845
H -0.395 1.338 0.629
H 1.836 -0.508 1.662
H 1.211 0.939 2.494
H 2.097 1.094 0.964
H -0.551 -1.552 1.645
H -1.073 -0.106 2.516
H -1.908 -0.577 1.030

## Properties
Orbital gap (eV): 7.668
Lowest unoccupied orbital energy (Eh): 0.0060
2S+1: 1
Energy relative to the best compared isomer or geometry (same formula, charge and spin) (kcal per mole): 105.19
E_HOMO (eV): -7.50

The molecule's Mulliken atomic charges, reported in e, are given here:
1 C -0.80
2 C 0.06
3 C -0.55
4 C 1.00
5 C -1.36
6 C -1.42
7 H 0.23
8 H 0.23
9 H 0.22
10 H 0.22
11 H 0.32
12 H 0.41
13 H 0.36
14 H 0.34
15 H 0.37
16 H 0.37



# C3H10NO

2 unconnected molecules or ions with the total composition C3H10NO at a distorted geometry (the ωB97M-V functional and the def2-TZVPD basis, the Open Molecules 2025 dataset).

CARTESIAN COORDINATES (ANGSTROEM)
C -0.254 -2.325 0.291
C -0.552 -0.957 -0.328
C 0.513 -0.239 -0.645
N 0.372 1.120 -1.228
H 0.808 -2.487 0.331
H -0.582 -2.281 1.337
H -0.832 -3.079 -0.240
H -1.557 -0.859 -0.755
H 1.539 -0.542 -0.480
H 0.739 1.050 -2.191
H -0.595 1.423 -1.321
H 1.085 1.729 -0.823
H -0.852 2.125 2.357
H 0.393 2.989 2.041
O -0.225 2.333 1.655

## Properties
Net charge: +1
Orbital gap (eV): 11.082
Lowest unoccupied orbital energy (Eh): -0.1301
2S+1: 1
Energy relative to the best compared isomer or geometry (same formula, charge and spin) (kcal per mole): 24.87
E_HOMO (eV): -14.62

The molecule's Mulliken atomic charges, reported in e, are given here:
1 C -1.08
2 C -0.07
3 C -0.28
4 N -0.26
5 H 0.33
6 H 0.30
7 H 0.32
8 H 0.34
9 H 0.30
10 H 0.37
11 H 0.33
12 H 0.36
13 H 0.32
14 H 0.32
15 O -0.61